No. 1
{"formula": "C2H3F3N2O", "method": "ωB97M-V with the def2-TZVPD basis set", "species": ["F", "F", "F", "O", "N", "N", "C", "C", "H", "H", "H"], "positions_angstrom": [[-0.4273, 2.4371, 0.6999], [-0.0546, 2.4745, -1.4477], [-2.0293, 1.9251, -0.6912], [0.6462, -0.3317, 0.6910], [0.9236, -1.6745, 1.2084], [-0.5675, -0.9528, -1.2882], [-0.7236, 1.8665, -0.4685], [-0.0556, -0.3271, -0.3840], [1.8621, -1.9207, 0.8961], [-0.5163, -1.9513, -1.4343], [0.9423, -1.5453, 2.2185]], "de_lowest_kcal_mol": 101.0, "total_energy_ha": -562.20345}



No. 2
{"formula": "C2H3F3O", "method": "ωB97M-V with the def2-TZVPD basis set", "species": ["F", "F", "F", "O", "C", "C", "H", "H", "H"], "positions_angstrom": [[-1.8501, -0.4467, -0.6181], [-0.7165, 0.9641, 0.6410], [2.2097, -0.8913, 0.6257], [1.7698, 0.7437, -0.0844], [1.0214, 0.7566, -0.9108], [-1.0279, -0.3440, 0.4155], [0.3023, 0.7810, -1.7059], [-1.5964, -0.6996, 1.2781], [-0.1123, -0.8638, 0.3587]], "de_lowest_kcal_mol": 9.4, "multiplicity": 3, "total_energy_ha": -452.56605}



No. 3
{"formula": "C2H3F3O2", "method": "ωB97M-V with the def2-TZVPD basis set", "species": ["F", "F", "F", "O", "O", "C", "C", "H", "H", "H"], "positions_angstrom": [[-0.6016, -2.0740, -0.0745], [-2.3729, 0.2022, -0.1192], [0.4527, -0.2847, 1.6320], [1.6880, -0.1301, -0.2507], [0.1118, 1.3622, 0.2893], [-0.4612, -0.8037, -0.4786], [0.4518, 0.0811, 0.3472], [-0.9242, 1.3420, 0.3986], [2.2887, 0.7309, -0.2906], [-0.6331, -0.4259, -1.4533]], "de_lowest_kcal_mol": 64.8, "total_energy_ha": -527.98260}



No. 4
{"formula": "C2H3F3O3PbS", "method": "ωB97M-V with the def2-TZVPD basis set", "species": ["Pb", "S", "F", "F", "F", "O", "O", "O", "C", "C", "H", "H", "H"], "positions_angstrom": [[-1.6612, 2.8938, -0.0439], [0.5537, 1.3148, -0.0101], [1.0112, -0.9301, 1.1029], [0.9900, -0.9609, -1.0872], [2.8567, -2.8559, -0.0059], [1.9766, 1.5944, 0.0107], [-0.2503, 1.8621, 1.1583], [-0.2138, 1.8533, -1.2061], [0.3273, -0.5483, 0.0082], [-1.1516, -0.9624, 0.0159], [-1.1946, -2.0451, -0.1525], [-1.6972, -0.5013, -0.8159], [-1.5468, -0.7144, 1.0256]], "de_lowest_kcal_mol": 25.3, "total_energy_ha": -1194.20068}



No. 5
{"formula": "C2H3F4HgNO4S2", "method": "ωB97M-V with the def2-TZVPD basis set", "species": ["Hg", "S", "S", "F", "F", "F", "F", "O", "O", "O", "O", "N", "C", "C", "H", "H", "H"], "positions_angstrom": [[1.5554, -0.0253, -2.5223], [1.9826, 1.3930, 0.6428], [-0.7210, 0.7724, -0.4306], [-3.3263, 1.0300, -0.4999], [2.1173, -1.9599, -2.9353], [-2.6732, -0.9439, 0.0796], [-2.5418, 0.6925, 1.4837], [2.7343, 0.6746, 1.7030], [-0.7061, 2.2233, -0.6072], [-0.6109, -0.0497, -1.6521], [2.4512, 0.9928, -0.7296], [0.2775, 0.3473, 0.7502], [-2.4393, 0.3526, 0.2113], [0.4758, -1.1141, 1.0344], [1.5305, -1.3655, 1.2139], [-0.0320, -1.7373, 0.2877], [-0.0739, -1.2828, 1.9704]], "total_charge": -1, "multiplicity": 2, "total_energy_ha": -1782.99565}



No. 6
{"formula": "C2H3F4NO2S", "method": "ωB97M-V with the def2-TZVPD basis set", "species": ["S", "F", "F", "F", "F", "O", "O", "N", "C", "C", "H", "H", "H"], "positions_angstrom": [[-1.3716, -0.5291, 0.1388], [-0.5205, 1.6227, -0.6615], [-1.2825, -2.6966, -1.4713], [0.6046, -1.7067, -1.3434], [-0.9350, -0.7396, -2.5274], [-1.0807, -1.4914, 1.1348], [0.6753, 1.9914, 1.7830], [-0.0409, 0.4811, 0.0564], [1.0089, 0.8999, 0.9913], [-0.7267, -1.4929, -1.4007], [1.8185, 0.8749, 0.2887], [0.7004, 2.9298, 1.4014], [1.1502, -0.1436, 1.6099]], "de_lowest_kcal_mol": 77.8, "total_energy_ha": -1080.74184}



No. 7
{"formula": "C2H3FIN", "method": "ωB97M-V with the def2-TZVPD basis set", "species": ["I", "F", "N", "C", "C", "H", "H", "H"], "positions_angstrom": [[-0.8228, -2.5218, -0.3754], [-1.0612, 0.9106, -1.1142], [1.1300, 1.1414, -0.2679], [-0.2739, -0.6161, 0.5350], [0.0683, 0.5385, -0.3493], [1.4115, 1.8984, -0.7178], [-1.1370, -0.4667, 1.2560], [0.6852, -0.8844, 1.0336]], "de_lowest_kcal_mol": 4.9, "smiles": "[H]/N=C(\\F)CI", "total_energy_ha": -530.29477}



No. 8
{"formula": "C2H3FLiO2Tl", "method": "ωB97M-V with the def2-TZVPD basis set", "species": ["Tl", "F", "O", "O", "C", "C", "Li", "H", "H", "H"], "positions_angstrom": [[3.2205, -0.4506, 0.2209], [1.1174, 0.9558, -0.7032], [-0.9140, 1.2215, 0.3943], [1.2268, -1.3450, 0.5721], [-0.0528, -1.0300, 0.3007], [-0.2695, 0.3865, -0.1965], [-1.4929, 2.9724, 0.4896], [-0.7470, -1.1436, 1.1699], [-1.5187, 0.0725, -1.7677], [-0.5698, -1.6395, -0.4800]], "de_lowest_kcal_mol": 47.4, "total_energy_ha": -508.24992}